Record 1
{"formula": "C24H21ClLaN2P", "method": "wB97M-V/def2-TZVPD", "fmax_ev_per_a": 9.9, "homo_ev": -14.54, "gap_ev": 6.90, "total_energy_ev": -50858.8267, "charge": 2, "symbols": ["La", "Cl", "P", "C", "C", "C", "C", "C", "C", "C", "C", "C", "C", "C", "C", "C", "C", "C", "C", "C", "C", "H", "H", "H", "H", "H", "H", "H", "H", "H", "H", "H", "H", "H", "H", "H", "H", "H", "N", "C", "C", "C", "C", "N", "C", "C", "H", "H", "H", "H"], "coordinates": [[-0.124243, 0.062932, 0.040872], [-2.188373, -0.206423, 0.867381], [2.131055, -0.675243, -0.749412], [3.498124, 0.017581, 0.083876], [4.668758, 0.306320, -0.606030], [5.786131, 0.783082, 0.093462], [5.726656, 0.966262, 1.474419], [4.542442, 0.692431, 2.161700], [3.426348, 0.229572, 1.464206], [1.944943, -2.404232, -0.156780], [0.818587, -3.139920, -0.538586], [0.680978, -4.466830, -0.125144], [1.666937, -5.054410, 0.662026], [2.792427, -4.318270, 1.036672], [2.934780, -2.992651, 0.630643], [2.291642, -0.787662, -2.493755], [1.352480, -0.229608, -3.365187], [1.516641, -0.367132, -4.746374], [2.609038, -1.072473, -5.249886], [3.527560, -1.656020, -4.374698], [3.359577, -1.518240, -2.988230], [0.046143, -2.678839, -1.165801], [-0.201559, -5.033179, -0.419222], [1.560984, -6.089246, 0.986118], [3.565993, -4.779240, 1.649918], [3.807574, -2.419712, 0.932573], [4.723154, 0.184104, -1.680692], [6.699478, 1.016587, -0.449477], [6.597361, 1.333843, 2.013420], [4.483360, 0.848133, 3.236402], [2.488124, 0.035953, 1.990270], [0.485044, 0.296828, -2.956731], [0.785270, 0.069678, -5.423851], [2.738379, -1.182915, -6.324763], [4.367506, -2.226641, -4.764686], [4.062576, -2.003211, -2.316221], [7.239932, 4.257912, -3.329254], [6.930887, 4.139579, -4.002643], [-6.628099, 2.337664, 2.275582], [-5.529375, 1.942267, 1.899136], [-4.267239, 1.539252, 1.461388], [-4.059819, 1.723862, 0.065681], [-2.799947, 2.011886, -0.437613], [-1.701755, 2.066723, 0.424291], [-1.952301, 2.261265, 1.785111], [-3.206235, 1.974189, 2.304234], [-4.911921, 1.639697, -0.625857], [-2.632646, 1.891702, -1.525056], [-1.102581, 2.340456, 2.490015], [-3.382890, 2.086755, 3.384889]], "atomic_forces_ev_per_a": [[0.79, 3.90, -0.39], [-6.00, -7.29, 3.04], [3.76, -2.98, -1.58], [1.15, 0.34, 0.16], [0.81, 0.43, 0.34], [-0.28, -0.02, -0.10], [-0.15, -0.10, -0.17], [-0.30, 0.00, -0.04], [0.21, 0.27, 0.10], [0.35, 0.36, 0.02], [-0.11, 0.04, 0.34], [-0.26, 0.14, -0.12], [0.08, 0.09, -0.03], [0.03, 0.07, 0.00], [-0.06, -0.35, 0.28], [0.43, -0.15, -0.69], [0.24, -0.13, -0.21], [-0.29, 0.10, 0.24], [0.03, -0.01, 0.27], [-0.12, 0.05, 0.43], [0.46, -0.40, -1.33], [0.10, -0.25, -0.11], [0.23, 0.11, 0.07], [0.01, 0.27, -0.10], [-0.19, 0.10, -0.17], [-0.10, -0.14, -0.06], [0.04, -0.01, 0.09], [-0.18, -0.07, 0.12], [-0.20, -0.10, -0.10], [0.02, -0.03, -0.21], [0.21, -0.12, 0.17], [0.07, 0.14, -0.27], [0.18, -0.11, 0.13], [-0.05, 0.05, 0.24], [-0.17, 0.12, 0.08], [-0.08, 0.07, -0.07], [-0.13, -0.05, -0.28], [0.13, 0.04, 0.28], [6.87, -2.41, -2.36], [-8.86, 1.37, 3.23], [2.03, 4.00, -1.21], [-0.37, 0.01, -0.35], [0.94, -0.75, 1.44], [-1.37, 3.40, 0.15], [-0.18, -1.08, -1.51], [-0.05, 0.11, 0.49], [0.45, 0.06, 0.43], [0.18, 0.55, 0.72], [-0.38, 0.39, -0.76], [0.06, -0.05, -0.63]], "lowdin_charge": [1.553, 0.289, 0.781, -0.419, -0.056, -0.025, -0.032, -0.044, -0.117, -0.382, -0.130, -0.045, -0.032, -0.030, -0.062, -0.406, -0.099, -0.044, -0.029, -0.020, -0.079, 0.092, 0.125, 0.128, 0.126, 0.113, 0.104, 0.124, 0.126, 0.122, 0.093, 0.073, 0.122, 0.127, 0.125, 0.123, 0.000, 0.001, 0.223, -0.146, -0.236, -0.047, -0.180, -0.244, -0.179, -0.047, 0.149, 0.131, 0.132, 0.149]}



Record 2
{"formula": "C24H21FINOPtSi", "method": "wB97M-V/def2-TZVPD", "fmax_ev_per_a": 0.6, "homo_ev": 0.53, "gap_ev": 3.49, "total_energy_ev": -50707.1288, "e_above_lowest_kcal_mol": 43.4, "charge": -2, "symbols": ["Pt", "O", "F", "C", "C", "C", "C", "C", "C", "C", "H", "H", "H", "H", "H", "H", "I", "C", "C", "C", "C", "C", "N", "H", "H", "H", "H", "C", "C", "C", "C", "C", "C", "Si", "C", "C", "C", "C", "C", "C", "H", "H", "H", "H", "H", "H", "H", "H", "H", "H", "H"], "coordinates": [[-1.450679, -0.812477, -0.952102], [-1.811626, -2.613270, -1.275455], [-1.945095, 2.184095, 4.946721], [-1.890868, 2.019323, 3.578299], [-0.662945, 2.048822, 2.946124], [-0.609746, 1.860673, 1.573907], [-1.763593, 1.632560, 0.799910], [-1.691915, 1.341057, -0.636126], [-2.983496, 1.643005, 1.496935], [-3.057776, 1.825146, 2.872642], [0.237551, 2.202276, 3.530123], [0.355739, 1.856917, 1.079578], [-0.905111, 1.924331, -1.121158], [-2.643252, 1.615677, -1.112773], [-3.897586, 1.463425, 0.941639], [-4.008226, 1.791588, 3.393118], [-5.176322, -1.441813, 2.369990], [-3.180382, -1.442672, 3.077044], [-2.975643, -1.432290, 4.450090], [-1.663575, -1.446260, 4.890058], [-0.652482, -1.465623, 3.940054], [-0.986524, -1.456027, 2.596441], [-2.247986, -1.449604, 2.162734], [-3.803731, -1.391891, 5.143390], [-1.438793, -1.423782, 5.948870], [0.387265, -1.468514, 4.241154], [-0.244052, -1.440249, 1.803701], [2.580396, -3.601582, -4.374609], [1.299132, -3.797713, -3.872329], [0.750213, -2.911749, -2.948716], [1.488107, -1.811568, -2.495187], [2.775244, -1.629962, -3.011226], [3.320901, -2.507708, -3.942198], [0.726754, -0.658815, -1.157319], [1.581678, 1.007434, -1.596308], [1.344726, 1.612628, -2.836340], [1.933966, 2.818087, -3.187891], [2.780110, 3.469319, -2.295575], [3.026487, 2.896613, -1.056799], [2.434961, 1.681160, -0.722092], [2.998184, -4.290177, -5.103477], [0.712155, -4.646398, -4.211071], [-0.271840, -3.034542, -2.554130], [3.368961, -0.781041, -2.682898], [4.321094, -2.337867, -4.330297], [1.574659, -1.034181, 0.049139], [0.672038, 1.121927, -3.532857], [1.729467, 3.259378, -4.158078], [3.236952, 4.416113, -2.563729], [3.679248, 3.396842, -0.348212], [2.647258, 1.239397, 0.247290]], "atomic_forces_ev_per_a": [[0.29, 0.35, -0.20], [-0.20, -0.35, -0.05], [-0.01, 0.00, -0.02], [0.00, 0.00, 0.05], [-0.02, 0.00, -0.01], [0.02, 0.01, 0.04], [0.03, 0.00, 0.06], [-0.09, -0.12, -0.17], [0.00, 0.03, 0.04], [0.04, 0.01, -0.02], [0.00, 0.00, 0.00], [-0.04, 0.00, -0.02], [0.05, 0.02, 0.08], [0.01, -0.03, 0.00], [0.01, -0.01, -0.01], [0.00, 0.01, 0.01], [-0.03, 0.00, 0.01], [0.01, -0.04, -0.10], [-0.06, 0.02, 0.17], [0.00, 0.01, -0.27], [0.11, 0.00, 0.23], [0.07, 0.02, -0.44], [-0.26, -0.06, 0.58], [-0.04, -0.03, -0.05], [0.00, 0.00, 0.02], [0.01, 0.01, -0.06], [0.02, 0.00, 0.01], [0.00, 0.02, 0.01], [-0.04, 0.00, 0.00], [-0.14, 0.01, 0.01], [0.02, -0.01, 0.02], [0.00, -0.03, 0.01], [-0.01, 0.00, 0.00], [0.07, 0.08, 0.02], [0.03, 0.03, -0.01], [0.00, 0.01, 0.04], [0.00, 0.00, 0.00], [0.00, 0.01, -0.01], [-0.01, -0.01, 0.01], [0.05, 0.00, -0.03], [-0.01, 0.00, 0.01], [0.01, 0.00, 0.00], [0.12, -0.02, 0.00], [-0.01, 0.01, 0.00], [0.00, 0.00, 0.00], [0.04, 0.06, 0.04], [-0.01, 0.00, -0.01], [0.00, 0.00, 0.00], [0.00, 0.00, 0.00], [0.00, 0.00, 0.00], [-0.01, -0.01, 0.00]], "lowdin_charge": [0.683, -0.939, -0.019, -0.315, -0.050, -0.057, -0.350, -0.370, -0.092, -0.073, 0.103, 0.090, 0.008, 0.017, 0.090, 0.098, 0.767, -0.787, -0.165, -0.094, -0.071, -0.122, 0.060, 0.078, 0.096, 0.097, 0.075, -0.148, -0.115, -0.109, -0.307, -0.127, -0.139, 0.407, -0.342, -0.116, -0.115, -0.136, -0.122, -0.141, 0.076, 0.085, 0.035, 0.088, 0.078, -0.043, 0.105, 0.085, 0.079, 0.083, 0.082]}



Record 3
{"formula": "C24H21IrN6OS5Sb", "method": "wB97M-V/def2-TZVPD", "fmax_ev_per_a": 0.9, "homo_ev": [-7.10, -7.10], "gap_ev": [6.43, 6.43], "s_squared": 0.755, "total_energy_ev": -99773.5528, "e_above_lowest_kcal_mol": 0.0, "spin_multiplicity": 2, "symbols": ["Ir", "C", "C", "N", "C", "C", "C", "S", "N", "C", "O", "C", "C", "C", "C", "C", "C", "H", "H", "H", "H", "H", "H", "H", "H", "H", "H", "H", "H", "H", "H", "H", "S", "N", "C", "C", "C", "C", "C", "N", "C", "C", "N", "C", "C", "C", "C", "C", "N", "H", "H", "H", "H", "H", "H", "S", "Sb", "S", "S"], "coordinates": [[0.141061, 1.275231, 0.968015], [2.057169, -4.240281, 2.703963], [3.183335, -3.348208, 2.200189], [2.973683, -1.922893, 2.474503], [3.695661, -1.340816, 3.605107], [2.926793, -1.421062, 4.916927], [2.099458, -1.218016, 1.731838], [1.872112, 0.443707, 2.173361], [1.555398, -1.903119, 0.721129], [0.505771, -1.551996, -0.000390], [-0.288546, -0.584883, 0.156740], [0.172193, -2.470748, -1.135543], [-0.798659, -2.089827, -2.057793], [-1.136832, -2.932863, -3.104378], [-0.512347, -4.166123, -3.232524], [0.456924, -4.550353, -2.315889], [0.799543, -3.705416, -1.272182], [2.267998, -5.281242, 2.453297], [1.113842, -3.960058, 2.237602], [1.945637, -4.168654, 3.785891], [3.305335, -3.474036, 1.125903], [4.122781, -3.620321, 2.680823], [3.931291, -0.304855, 3.370130], [4.641063, -1.877899, 3.685928], [1.969821, -0.907633, 4.828545], [3.498084, -0.942416, 5.713196], [2.743591, -2.456166, 5.206423], [-1.280029, -1.128175, -1.941527], [-1.891011, -2.630209, -3.819375], [-0.782236, -4.828251, -4.045309], [0.944666, -5.511619, -2.413796], [1.552539, -3.990065, -0.550914], [-4.370669, 4.462646, -4.319565], [-2.767481, 4.270837, -4.324820], [-2.456578, 3.630888, -3.211814], [-1.120648, 3.223411, -2.816692], [0.037248, 3.489221, -3.546172], [1.240823, 3.012606, -3.075960], [1.262242, 2.272178, -1.896255], [0.170090, 2.035365, -1.188474], [-0.998892, 2.520722, -1.620260], [-2.149530, 2.280319, -0.751562], [-1.884520, 1.711346, 0.433460], [-2.891784, 1.454949, 1.257130], [-4.213474, 1.732723, 0.928274], [-4.494085, 2.343258, -0.271726], [-3.439346, 2.639234, -1.131277], [-3.587308, 3.325324, -2.401579], [-4.728298, 3.741154, -2.921057], [-0.027902, 4.064497, -4.460216], [2.164140, 3.202677, -3.604258], [2.180948, 1.852405, -1.506153], [-2.624282, 1.008867, 2.204782], [-4.996479, 1.489636, 1.631489], [-5.502493, 2.621733, -0.546538], [-2.975264, 4.797530, 1.637245], [-0.928089, 5.479681, 2.209470], [0.675976, 4.833092, 0.505209], [0.639567, 3.312967, 1.937425]], "atomic_forces_ev_per_a": [[-0.74, -0.48, 0.18], [-0.01, 0.00, 0.00], [-0.01, 0.00, 0.01], [-0.03, -0.01, 0.03], [-0.01, 0.00, -0.01], [-0.01, 0.00, 0.00], [-0.04, -0.05, 0.10], [0.32, 0.15, -0.12], [0.08, 0.12, -0.12], [0.01, -0.08, 0.02], [0.03, 0.14, -0.06], [-0.09, -0.05, 0.07], [0.01, 0.01, -0.01], [0.00, 0.00, 0.00], [0.00, 0.01, 0.00], [0.00, 0.00, 0.00], [0.02, 0.01, -0.01], [0.00, 0.00, 0.00], [0.00, 0.00, 0.00], [0.00, 0.00, 0.00], [0.01, 0.00, 0.00], [0.00, 0.00, -0.01], [0.01, 0.00, 0.00], [0.00, 0.01, 0.00], [0.00, 0.00, 0.00], [0.00, 0.00, 0.00], [0.00, 0.00, 0.00], [-0.01, -0.01, 0.00], [0.00, 0.00, 0.00], [0.01, 0.00, 0.00], [0.00, 0.00, 0.00], [-0.01, -0.01, 0.00], [0.00, 0.00, 0.00], [0.01, 0.02, 0.00], [0.00, 0.00, 0.00], [0.00, 0.02, 0.01], [-0.02, -0.01, -0.01], [0.03, -0.02, -0.01], [-0.01, -0.07, -0.04], [0.21, 0.21, 0.07], [-0.04, -0.02, 0.05], [0.03, 0.03, -0.03], [0.04, 0.21, 0.09], [0.04, -0.13, -0.08], [-0.05, -0.07, -0.03], [-0.01, 0.01, 0.02], [0.02, -0.06, -0.04], [0.01, 0.00, 0.01], [-0.01, 0.01, 0.00], [-0.01, -0.02, -0.01], [0.00, -0.01, -0.01], [0.01, 0.06, 0.03], [-0.01, 0.03, 0.02], [0.01, 0.03, 0.02], [0.00, -0.02, -0.01], [-0.06, 0.22, -0.14], [-0.15, -0.42, 0.43], [0.22, 0.08, -0.65], [0.19, 0.15, 0.25]], "lowdin_spin": [0.761, 0.001, 0.001, 0.014, 0.000, 0.002, 0.017, 0.057, 0.006, 0.000, 0.012, 0.000, 0.000, 0.000, 0.000, 0.000, 0.000, 0.000, 0.000, 0.000, 0.000, 0.000, 0.000, 0.000, 0.001, 0.000, 0.000, 0.000, 0.000, 0.000, 0.000, 0.000, 0.000, 0.000, 0.001, 0.002, -0.001, 0.003, 0.007, 0.081, 0.006, 0.003, 0.019, 0.005, 0.001, -0.001, 0.000, 0.000, 0.000, 0.000, 0.001, 0.001, 0.004, 0.000, 0.000, 0.000, 0.000, -0.003, 0.000]}



Record 4
{"formula": "C24H21N4O2Pt", "method": "wB97M-V/def2-TZVPD", "fmax_ev_per_a": 0.7, "homo_ev": -2.83, "gap_ev": 5.35, "total_energy_ev": -38531.7821, "e_above_lowest_kcal_mol": 1.3, "charge": -1, "symbols": ["Pt", "O", "C", "N", "C", "C", "C", "C", "C", "C", "N", "C", "O", "C", "C", "C", "C", "C", "N", "C", "C", "C", "C", "C", "N", "H", "H", "H", "H", "H", "H", "H", "H", "H", "H", "H", "H", "C", "C", "C", "C", "C", "C", "H", "H", "H", "H", "H", "H", "H", "H", "H"], "coordinates": [[0.822937, -1.113114, 0.036200], [-0.411225, -1.874754, -3.799551], [-0.157202, -1.817566, -2.589407], [0.779412, -1.126586, -1.948310], [1.745137, -0.262152, -2.511055], [1.862724, 0.009942, -3.867455], [2.863577, 0.868706, -4.315035], [3.745474, 1.446008, -3.418915], [3.644997, 1.176771, -2.056244], [2.647340, 0.329229, -1.593974], [2.459785, -0.023114, -0.238547], [3.177637, 0.374701, 0.806411], [4.157326, 1.130052, 0.854481], [2.611467, -0.208315, 2.080591], [3.160098, 0.143755, 3.303034], [2.629327, -0.385469, 4.462716], [1.551365, -1.255150, 4.361642], [1.045855, -1.550781, 3.113690], [1.564071, -1.050171, 1.986264], [-1.004149, -2.590838, -1.604251], [-2.099822, -3.309629, -2.053854], [-2.875327, -4.002468, -1.145303], [-2.528205, -3.950775, 0.198206], [-1.432519, -3.204455, 0.576859], [-0.672548, -2.539615, -0.300271], [1.165437, -0.452782, -4.548378], [2.944697, 1.082812, -5.373993], [4.521269, 2.114811, -3.771964], [4.322476, 1.614397, -1.339598], [3.992852, 0.833206, 3.288006], [3.039381, -0.124004, 5.429943], [1.093863, -1.696740, 5.236608], [0.189546, -2.198218, 2.993460], [-2.299909, -3.288870, -3.116193], [-3.738306, -4.569002, -1.471454], [-3.100562, -4.472526, 0.953252], [-1.145613, -3.115088, 1.614548], [-1.820331, 3.759244, 0.946661], [-2.540834, 2.437289, 0.647399], [-3.269314, 2.562582, -0.697612], [-3.576663, 2.176667, 1.750231], [-1.564466, 1.332907, 0.588173], [-0.742833, 0.429395, 0.496273], [-2.537600, 4.586232, 0.989080], [-1.081974, 3.972815, 0.172652], [-1.295013, 3.699285, 1.901282], [-3.994989, 3.382732, -0.665936], [-3.795243, 1.636077, -0.934012], [-2.555671, 2.754430, -1.499947], [-4.302888, 2.995446, 1.796160], [-3.084588, 2.088353, 2.720431], [-4.110255, 1.244337, 1.557005]], "atomic_forces_ev_per_a": [[0.46, -0.22, -0.28], [0.08, -0.04, 0.03], [-0.30, -0.03, 0.00], [0.21, 0.20, -0.01], [-0.12, -0.19, 0.08], [0.02, 0.06, -0.06], [-0.06, -0.05, 0.00], [0.02, 0.00, 0.08], [0.02, 0.06, -0.06], [0.01, -0.11, 0.22], [-0.04, 0.01, -0.30], [-0.06, 0.16, 0.26], [0.03, -0.09, -0.04], [0.21, 0.07, -0.13], [0.00, -0.01, 0.08], [0.10, 0.08, -0.02], [-0.11, -0.09, -0.01], [0.04, 0.06, -0.02], [-0.14, -0.09, 0.11], [0.11, 0.02, -0.24], [-0.06, -0.04, 0.02], [-0.01, 0.01, -0.13], [0.04, 0.01, 0.14], [-0.01, 0.02, -0.07], [-0.06, -0.06, 0.18], [0.01, 0.01, -0.01], [0.00, 0.00, 0.00], [0.00, 0.00, 0.00], [0.00, 0.01, -0.01], [-0.01, 0.00, 0.01], [0.00, 0.00, 0.00], [0.01, 0.01, 0.00], [-0.01, 0.00, 0.00], [-0.01, 0.00, 0.01], [0.00, 0.00, 0.00], [-0.01, 0.00, -0.01], [-0.01, 0.00, 0.01], [0.03, 0.01, 0.00], [0.01, 0.00, 0.02], [0.00, -0.01, -0.03], [0.01, -0.03, 0.01], [0.09, -0.15, -0.02], [-0.49, 0.46, 0.17], [0.01, -0.01, 0.00], [-0.01, -0.01, 0.00], [-0.01, 0.00, 0.00], [0.01, -0.01, -0.01], [0.00, 0.01, 0.01], [0.00, 0.00, 0.01], [0.01, -0.01, 0.01], [0.00, 0.01, -0.01], [0.00, 0.01, 0.00]], "lowdin_charge": [1.182, -0.005, -0.478, -0.071, -0.185, -0.020, -0.112, -0.113, -0.020, -0.185, -0.071, -0.478, -0.006, -0.177, -0.002, -0.071, -0.071, -0.121, -0.079, -0.178, -0.001, -0.070, -0.071, -0.122, -0.077, 0.092, 0.089, 0.089, 0.092, 0.115, 0.100, 0.098, 0.090, 0.115, 0.100, 0.098, 0.090, -0.077, -0.665, -0.076, -0.081, -0.219, -0.132, 0.072, 0.081, 0.078, 0.072, 0.078, 0.081, 0.071, 0.076, 0.076]}